A structure of composition C11H22N6Pt. Source: the OMol25 dataset; level of theory: ωB97M-V/def2-TZVPD.

Results
* strongest force on any atom: 2.02 eV/A
* orbital gap: 7.800 eV
* total charge: +2

XYZ file:
```
40
Properties=species:S:1:pos:R:3:forces:R:3
Pt -1.193 -0.333 -0.059 0.49 0.17 0.09
N 0.412 0.146 -1.105 1.35 0.35 -0.95
N -3.041 -0.761 -1.027 0.31 -0.29 -0.39
N 0.279 -2.463 0.086 0.14 -0.62 0.18
N 0.114 -0.040 1.629 -0.52 -0.16 -0.20
N -3.045 -0.775 0.407 -2.00 -0.21 0.18
N -0.976 2.262 0.255 -0.21 0.58 0.22
C -0.199 2.591 -0.925 0.01 -0.28 0.06
C 0.654 1.442 -1.453 0.02 -0.23 0.06
C 0.226 -1.347 2.324 0.12 0.02 -0.02
C -0.297 2.381 1.546 0.25 -0.18 -0.09
C 2.318 -0.529 -2.374 0.03 -0.07 0.02
C 1.268 -0.829 -1.527 -0.07 0.24 0.04
C -0.407 1.113 2.405 0.10 0.06 -0.03
C 1.119 -2.280 -1.083 -0.12 0.21 0.07
C 0.932 -2.340 1.391 0.13 0.26 -0.09
C 1.700 1.762 -2.298 0.00 0.06 0.02
C 2.526 0.771 -2.789 0.05 0.02 -0.05
H 0.769 2.552 1.354 -0.02 0.04 0.06
H 1.950 -1.966 1.226 0.00 -0.05 0.06
H 0.480 3.434 -0.753 -0.01 -0.01 -0.04
H -0.883 2.908 -1.716 0.00 -0.07 -0.02
H -0.221 -3.336 0.012 0.06 -0.03 0.05
H -3.739 -0.173 -1.477 0.09 0.28 0.26
H -0.780 -1.666 2.600 0.06 -0.05 -0.03
H 1.041 -3.306 1.887 -0.08 0.04 0.05
H 3.341 1.013 -3.457 0.00 0.00 0.00
H 2.132 -2.667 -0.927 -0.02 0.01 -0.05
H 0.697 -2.854 -1.911 -0.03 0.06 -0.02
H -3.437 -1.647 0.758 0.12 0.02 0.24
H -1.433 0.885 2.699 0.03 0.07 -0.04
H -3.593 0.012 0.749 -0.18 -0.15 0.13
H 1.870 2.798 -2.557 -0.02 0.03 0.01
H 2.979 -1.322 -2.695 0.00 -0.03 0.01
H 1.047 0.214 1.305 -0.02 -0.02 -0.06
H -1.839 2.787 0.248 0.05 0.06 0.05
H 0.815 -1.251 3.239 -0.03 0.08 0.02
H -0.643 3.247 2.113 -0.05 -0.08 0.05
H 0.180 1.261 3.315 0.01 -0.08 0.02
H -3.120 -1.696 -1.415 -0.01 -0.05 0.12
```
Positions in Å, forces in eV/Å.